No. 1
The following is a DFT calculation (the ωB97M-V functional and the def2-TZVPD basis) of an isolated molecule of CH2O4S.

Results
* highest occupied orbital energy: -11.4915 eV
* energy above the lowest of the compared OMol25 structures with the same formula, charge and spin: 39.61 kcal/mol
* total energy: -738.3866 hartree
* maximum force: 4.140 eV/A
* HOMO-LUMO gap: 12.2 eV

```
! wB97M-V def2-TZVPD RIJCOSX def2/J DEFGRID3
* xyz 0 1
C 1.0394 -0.0304 -0.0238
O -1.9172 1.2831 0.0188
O -1.7652 -1.1431 -0.0079
O 0.1719 0.1247 -1.1162
O 0.1044 0.1280 1.0461
S -1.1195 0.0848 -0.0558
H 1.5728 -1.0647 0.1898
H 1.9133 0.6177 -0.0511
*
```

***

No. 2
The following is a DFT calculation (the ωB97M-V functional and the def2-TZVPD basis) of a 2-piece molecular cluster, CH2O4S overall.

Results
* highest occupied orbital energy (spin up / spin down): -10.1541 / -10.9923 eV
* energy above the lowest of the compared OMol25 structures with the same formula, charge and spin: 61.55 kcal/mol
* total energy: -738.3516 hartree
* maximum force: 3.701 eV/A
* HOMO-LUMO gap (spin up / spin down): 8.5 / 9.3 eV

```
! wB97M-V def2-TZVPD RIJCOSX def2/J DEFGRID3
* xyz 0 1
C -0.7583 1.1863 -0.2182
O -0.2073 -2.0143 0.2198
O 2.4550 -0.5972 -0.4717
O 0.3539 0.6813 -0.7462
O -0.9856 1.2141 0.9511
S 1.3269 -0.2376 0.2874
H -1.4225 1.5818 -0.9996
H -0.7620 -1.8144 0.9775
*
```

***

No. 3
The following is a DFT calculation (the ωB97M-V functional and the def2-TZVPD basis) of an isolated molecule of CH2O4S.

Results
* highest occupied orbital energy: -11.3275 eV
* energy above the lowest of the compared OMol25 structures with the same formula, charge and spin: 69.67 kcal/mol
* total energy: -738.3387 hartree
* maximum force: 4.653 eV/A
* HOMO-LUMO gap: 10.2 eV

```
! wB97M-V def2-TZVPD RIJCOSX def2/J DEFGRID3
* xyz 0 1
C 0.2822 -0.4502 -0.0986
O 2.9043 1.0469 0.8442
O 3.2236 -1.0065 -0.3780
O 1.1110 -0.8095 0.8537
O 1.4770 0.6868 -1.1150
S 2.3310 0.0349 0.0284
H 0.0002 -1.0988 -0.9642
H -0.3962 0.3227 0.1064
*
```

***

No. 4
The following is a DFT calculation (the ωB97M-V functional and the def2-TZVPD basis) of CH2O4S2 as an isolated structure.

Results
* highest occupied orbital energy (spin up / spin down): -7.7462 / -10.9870 eV
* energy above the lowest of the compared OMol25 structures with the same formula, charge and spin: 17.14 kcal/mol
* total energy: -1136.4162 hartree
* <S²>: 2.01
* maximum force: 4.507 eV/A
* HOMO-LUMO gap (spin up / spin down): 8.0 / 5.8 eV

```
! wB97M-V def2-TZVPD RIJCOSX def2/J DEFGRID3
* xyz 0 3
C 0.9982 -0.6475 0.2096
O -2.5115 -0.4790 0.4400
O -1.1210 1.0225 -0.9804
O -0.3890 0.4828 1.3680
O -0.0931 -1.1988 -0.1941
S 1.7666 0.5905 -0.5396
S -1.2674 0.1604 0.1940
H 1.7554 -1.1542 0.8440
H 0.8619 1.2233 -1.3415
*
```

***

No. 5
The following is a DFT calculation (the ωB97M-V functional and the def2-TZVPD basis) of CH2O4Si as an isolated structure.

Results
* highest occupied orbital energy (spin up / spin down): -10.8865 / -10.8884 eV
* energy above the lowest of the compared OMol25 structures with the same formula, charge and spin: 125.64 kcal/mol
* total energy: -629.6466 hartree
* maximum force: 6.112 eV/A
* HOMO-LUMO gap (spin up / spin down): 7.9 / 7.9 eV

```
! wB97M-V def2-TZVPD RIJCOSX def2/J DEFGRID3
* xyz 0 1
C 2.6578 0.2399 -0.0504
O 3.8028 0.7157 0.1277
O 2.8686 -0.9735 0.0440
O 1.5892 0.8135 -0.1945
O 1.0999 -1.6516 -0.1104
Si 0.2434 -0.3028 0.1148
H 0.0932 -0.0082 1.4679
H -0.5197 -0.0590 -0.9506
*
```

***

No. 6
The following is a DFT calculation (the ωB97M-V functional and the def2-TZVPD basis) of a 2-piece molecular cluster, CH2O5P overall.

Results
* highest occupied orbital energy: -6.0937 eV
* energy above the lowest of the compared OMol25 structures with the same formula, charge and spin: 28.18 kcal/mol
* total energy: -757.0293 hartree
* maximum force: 4.557 eV/A
* HOMO-LUMO gap: 10.1 eV

```
! wB97M-V def2-TZVPD RIJCOSX def2/J DEFGRID3
* xyz -1 1
C -1.5902 -0.4844 -0.0295
O 0.8631 1.1552 -0.7789
O 2.8515 -0.4630 -0.6917
O 1.4319 0.0092 1.4433
O -0.9640 -1.4538 -0.4693
O -1.2987 0.7063 0.2256
P 1.6817 0.1624 -0.0091
H -2.7901 -0.6041 0.2889
H -0.1851 0.9722 0.0208
*
```

***

No. 7
The following is a DFT calculation (the ωB97M-V functional and the def2-TZVPD basis) of an isolated ion of composition CH2OPS and charge -1.

Results
* highest occupied orbital energy: -3.2641 eV
* SMILES: [O-]C(P)=S
* energy above the lowest of the compared OMol25 structures with the same formula, charge and spin: 5.42 kcal/mol
* total energy: -854.1113 hartree
* maximum force: 4.104 eV/A
* HOMO-LUMO gap: 7.2 eV

```
! wB97M-V def2-TZVPD RIJCOSX def2/J DEFGRID3
* xyz -1 1
O 0.5242 1.6220 0.5727
C -0.2069 0.8087 -0.0386
P 0.1027 -1.0433 0.7365
S -1.3773 0.9732 -1.1593
H 1.3615 -0.7680 0.2967
H -0.4042 -1.5925 -0.4081
*
```

***

No. 8
The following is a DFT calculation (the ωB97M-V functional and the def2-TZVPD basis) of an isolated ion of composition CH2OPS and charge -1.

Results
* highest occupied orbital energy: -3.3816 eV
* SMILES: [O-]C(P)=S
* energy above the lowest of the compared OMol25 structures with the same formula, charge and spin: 0.00 kcal/mol
* total energy: -854.1199 hartree
* maximum force: 1.172 eV/A
* HOMO-LUMO gap: 7.4 eV

```
! wB97M-V def2-TZVPD RIJCOSX def2/J DEFGRID3
* xyz -1 1
O -0.0162 0.6837 1.5761
C 0.5426 0.1424 0.6387
P -0.5035 0.3568 -0.9028
S 2.1481 -0.3993 0.7039
H -1.7679 0.0053 -0.2511
H -0.4030 -0.7889 -1.7648
*
```

***

No. 9
The following is a DFT calculation (the ωB97M-V functional and the def2-TZVPD basis) of a 2-piece molecular cluster, CH2P2S overall.

Results
* highest occupied orbital energy (spin up / spin down): -8.8373 / -7.7073 eV
* energy above the lowest of the compared OMol25 structures with the same formula, charge and spin: 73.22 kcal/mol
* total energy: -1120.0174 hartree
* maximum force: 2.358 eV/A
* HOMO-LUMO gap (spin up / spin down): 7.4 / 6.0 eV

```
! wB97M-V def2-TZVPD RIJCOSX def2/J DEFGRID3
* xyz 0 1
C -1.3209 0.0688 -0.5928
P -0.6798 0.5281 0.8395
P 1.9681 -0.5517 -1.1131
S 2.4564 -0.3149 0.7129
H -1.0369 0.5499 -1.4750
H -1.3870 -0.2802 1.6285
*
```

***

No. 10
The following is a DFT calculation (the ωB97M-V functional and the def2-TZVPD basis) of an isolated molecule of CH2P2S2.

Results
* highest occupied orbital energy: -9.0893 eV
* SMILES: C=P#S#P=S
* energy above the lowest of the compared OMol25 structures with the same formula, charge and spin: 8.79 kcal/mol
* total energy: -1518.3604 hartree
* maximum force: 3.614 eV/A
* HOMO-LUMO gap: 7.5 eV

```
! wB97M-V def2-TZVPD RIJCOSX def2/J DEFGRID3
* xyz 0 1
C 1.6403 0.1839 -0.1211
P 0.6736 1.5362 -0.1275
S -1.1521 0.9608 0.5901
P -1.7359 -0.9360 -0.1077
S -3.6059 -1.1146 0.3655
H 1.5165 -0.8182 0.0540
H 2.6635 0.1877 -0.6534
*
```